ORCA calculation (ωB97M-V/def2-TZVPD) on a molecular structure, C27H32CuN2O5Te.

The value obtained for the gap between HOMO and LUMO (spin up / spin down) is 7.34 / 6.66 eV. The spin multiplicity is 2. The electronic energy is -93654.6905 eV. The strongest force on any atom comes out at 0.66 eV/A. As for the expectation value of S²: 0.7556. Its energy above the lowest of the compared OMol25 structures with the same formula, charge and spin is 0.00 kcal per mole. The net charge is +2.

XYZ file:
```
68
C27H32CuN2O5Te, DFT ωB97M-V/def2-TZVPD
Cu 0.87 1.25 0.00
C 1.09 1.30 -3.28
O 1.87 1.04 -2.11
C 3.10 1.75 -2.11
C 3.80 1.47 -0.80
O 2.90 1.83 0.26
C 3.47 1.71 1.57
C 2.44 2.15 2.57
O 1.27 1.35 2.37
C 0.22 1.69 3.27
H 0.83 2.35 -3.34
H 0.19 0.69 -3.21
H 1.65 1.01 -4.17
H 2.91 2.83 -2.21
H 3.73 1.43 -2.94
H 4.71 2.06 -0.73
H 4.05 0.41 -0.72
H 4.36 2.34 1.64
H 3.77 0.67 1.74
H 2.19 3.21 2.44
H 2.83 2.00 3.58
H -0.09 2.73 3.12
H 0.54 1.55 4.30
H -0.61 1.02 3.05
O -4.17 -4.68 -0.51
C -4.51 -3.56 0.14
O -5.48 -3.51 0.83
C -3.56 -2.39 0.04
C -2.67 -2.21 -1.01
C -1.86 -1.09 -1.06
C -1.96 -0.13 -0.06
C -2.85 -0.30 1.00
C -3.65 -1.42 1.04
N -1.16 1.05 -0.14
C -1.76 2.17 -0.17
C -0.98 3.41 -0.21
C -1.57 4.66 -0.29
C -0.74 5.78 -0.33
C 0.62 5.60 -0.28
C 1.14 4.31 -0.19
N 0.35 3.24 -0.15
H -3.24 -4.67 -0.80
H -2.62 -2.93 -1.82
H -1.19 -0.93 -1.90
H -2.92 0.46 1.77
H -4.37 -1.57 1.84
H -2.85 2.23 -0.18
H -2.65 4.75 -0.33
H -1.17 6.77 -0.40
H 1.30 6.44 -0.30
H 2.20 4.13 -0.13
C 1.26 -2.51 -1.21
Te 1.71 -1.25 0.44
C 0.27 -2.37 1.53
C -0.06 -3.56 0.66
C -0.84 -4.59 1.16
C -1.19 -5.66 0.36
C -0.77 -5.70 -0.97
C 0.01 -4.68 -1.47
C 0.38 -3.61 -0.66
H 2.20 -2.90 -1.60
H 0.79 -1.93 -2.00
H -0.60 -1.76 1.73
H 0.73 -2.67 2.47
H -1.17 -4.56 2.20
H -1.79 -6.46 0.76
H -1.04 -6.54 -1.60
H 0.36 -4.72 -2.50
```